Entry from the Open Molecules 2025 dataset: a gas-phase ion, C26H43F9N3O4 (charge +1) (ωB97M-V with the def2-TZVPD basis set).

```
85
Properties=species:S:1:pos:R:3:forces:R:3
C 6.006 -4.843 0.235 0.017 -0.066 -0.070
O 6.372 -3.480 0.136 -0.181 -0.017 0.166
C 5.555 -2.652 -0.663 0.134 0.201 -0.128
C 4.843 -1.614 0.196 0.107 -0.200 0.066
C 3.740 -2.190 1.097 -0.152 0.385 0.139
C 2.309 -1.728 0.748 0.277 -0.319 0.079
C 1.984 -1.624 -0.754 -0.312 0.175 0.069
C 1.752 -0.184 -1.259 -0.069 -0.403 -0.078
C 0.602 -0.051 -2.273 0.456 0.090 -0.014
C -0.268 1.197 -2.104 0.012 -0.134 -0.078
C -1.074 1.370 -0.798 -0.210 -0.311 -0.604
C -1.419 0.024 -0.150 0.074 -0.139 0.347
C -2.416 -0.810 -0.952 0.093 0.149 0.391
C -2.538 -2.184 -0.322 -0.247 0.036 0.227
F -3.077 -2.043 0.927 0.166 -0.013 -0.220
F -1.319 -2.768 -0.155 -0.098 0.014 -0.052
C -3.469 -3.165 -1.087 0.191 0.277 -0.203
F -3.916 -4.119 -0.273 0.026 -0.118 0.123
F -4.530 -2.437 -1.510 -0.073 -0.020 0.006
C -2.871 -3.825 -2.363 -0.056 -0.201 0.094
F -3.870 -4.515 -2.929 0.021 0.030 0.013
F -2.495 -2.841 -3.210 0.007 -0.019 -0.051
C -1.656 -4.803 -2.172 -0.124 0.308 0.006
F -1.649 -5.335 -0.959 -0.023 -0.127 0.192
F -1.730 -5.772 -3.061 -0.004 -0.228 -0.283
F -0.513 -4.143 -2.360 0.162 0.097 0.026
C -2.352 2.157 -1.094 -0.243 0.122 0.148
N -3.191 2.195 0.093 0.344 -0.176 0.067
C -2.591 3.050 1.116 -0.537 0.227 0.021
C -3.439 3.025 2.395 -0.074 -0.338 -0.427
C -3.617 1.654 3.044 -0.168 0.188 0.493
C -4.952 1.573 3.772 0.317 0.285 0.213
O -2.547 1.528 4.002 0.284 -0.117 -0.344
C -1.170 2.623 1.456 -0.009 0.172 0.276
N -0.280 2.104 0.311 -0.073 0.358 0.552
N 0.738 3.029 -0.120 -0.017 -0.435 -0.501
C 0.291 4.228 -0.805 -0.411 0.513 0.471
C 1.277 4.771 -1.791 0.004 0.140 0.230
O -0.772 4.732 -0.565 0.289 -0.457 -0.297
C 1.748 3.301 0.903 0.016 0.539 0.310
C 2.777 2.257 1.188 0.151 -0.166 -0.003
O 1.736 4.380 1.429 0.094 -0.205 -0.386
H 6.589 -5.455 -0.458 0.019 0.001 -0.029
H 4.946 -5.002 0.021 -0.034 0.043 0.004
H 6.204 -5.179 1.252 0.045 0.008 0.003
H 4.837 -3.243 -1.242 -0.020 -0.076 0.027
H 6.201 -2.132 -1.377 0.009 -0.066 -0.036
H 5.613 -1.148 0.813 0.011 0.066 -0.047
H 4.454 -0.836 -0.468 -0.051 0.055 0.022
H 3.768 -3.279 1.117 0.123 -0.037 -0.155
H 3.938 -1.874 2.123 -0.040 -0.161 0.056
H 2.130 -0.774 1.256 -0.058 0.110 -0.153
H 1.615 -2.437 1.204 -0.024 0.066 0.067
H 1.069 -2.190 -0.937 0.031 -0.074 -0.071
H 2.765 -2.096 -1.349 -0.032 -0.069 -0.011
H 2.678 0.192 -1.699 -0.011 0.243 0.111
H 1.531 0.438 -0.393 0.082 0.042 0.011
H 0.019 -0.971 -2.259 -0.215 0.064 0.030
H 1.020 0.008 -3.280 -0.056 -0.073 -0.020
H -1.007 1.182 -2.908 -0.036 0.076 0.029
H 0.350 2.073 -2.302 -0.061 0.103 0.072
H -1.881 0.189 0.824 0.027 0.111 -0.006
H -0.499 -0.537 0.040 0.018 -0.044 -0.185
H -2.152 -0.888 -2.003 -0.022 -0.069 -0.040
H -3.397 -0.349 -0.849 -0.026 -0.029 -0.223
H -2.111 3.152 -1.478 0.047 -0.034 -0.071
H -2.879 1.632 -1.890 0.014 -0.083 0.030
H -4.117 2.537 -0.130 -0.018 0.025 -0.028
H -2.593 4.084 0.768 0.284 0.031 -0.001
H -4.423 3.409 2.114 0.015 0.085 0.047
H -3.017 3.711 3.129 -0.054 0.017 0.087
H -3.549 0.850 2.306 0.043 0.052 -0.138
H -4.993 2.400 4.485 -0.070 -0.020 0.007
H -5.796 1.677 3.091 -0.023 -0.184 -0.047
H -5.019 0.652 4.347 -0.142 -0.100 -0.125
H -2.376 0.596 4.171 -0.181 -0.010 0.143
H -1.173 1.851 2.225 -0.034 -0.133 -0.153
H -0.662 3.486 1.884 0.140 -0.060 -0.082
H 0.252 1.347 0.747 0.150 0.049 -0.097
H 1.795 5.605 -1.312 0.041 -0.011 -0.054
H 2.000 4.033 -2.124 0.013 -0.024 -0.026
H 0.705 5.176 -2.623 0.077 0.008 -0.069
H 2.476 1.619 2.022 -0.039 0.005 0.039
H 3.677 2.789 1.493 -0.033 -0.042 0.120
H 3.003 1.629 0.331 -0.072 0.045 -0.022
```
Forces are in eV/Å.

As for the charge: +1. The value obtained for the strongest force on any atom is 0.809 eV Å⁻¹. Its SMILES is COCCCCCCCC[C@]1(CCC(F)(F)C(F)(F)C(F)(F)C(F)(F)F)CN[C@@H](C[C@H](C)O)C[N@@H+]1N(C(C)=O)C(C)=O. The total energy is -2380.25973 Ha. As for the multiplicity: 1.

=====

Entry from the Open Molecules 2025 dataset: 6 unconnected molecules or ions with the total composition H13O6 at a distorted geometry (ωB97M-V with the def2-TZVPD basis set).

```
19
Properties=species:S:1:pos:R:3:forces:R:3
O -30.349 -16.117 -4.128 0.235 -0.140 -0.736
H -30.934 -15.326 -3.999 -0.711 0.619 -0.177
H -29.951 -16.092 -5.089 -0.376 0.249 0.904
H -29.685 -15.960 -3.417 0.534 -0.033 -0.282
O -29.947 -14.915 -1.353 0.246 -0.411 -0.778
H -29.015 -14.931 -1.104 -0.300 0.299 0.130
H -30.434 -14.476 -0.666 -0.199 0.150 0.657
O -27.963 -15.233 -3.110 0.686 -0.887 0.169
H -27.319 -14.745 -3.643 -0.063 -0.048 0.199
H -27.450 -15.955 -2.685 -0.170 0.747 -0.355
O -31.750 -13.851 -3.778 0.419 0.220 0.946
H -31.992 -13.263 -4.479 -0.440 0.238 -1.151
H -31.588 -13.203 -3.068 0.126 -0.761 0.075
O -29.583 -15.541 -6.692 0.303 -0.806 0.303
H -28.936 -14.838 -6.565 0.062 0.058 -0.329
H -29.189 -16.181 -7.325 -0.344 0.576 0.455
O -27.381 -18.115 -4.641 -0.004 -0.912 0.601
H -27.511 -17.246 -4.965 -0.030 1.315 -0.793
H -27.603 -18.021 -3.711 0.026 -0.474 0.161
```
Forces are in eV/Å.

As for the charge: +1. The value obtained for the strongest force on any atom is 1.536 eV Å⁻¹. For the energy above the lowest of the compared OMol25 structures with the same formula, charge and spin, the calculation gives 1.147 eV. The total energy is -458.97620 Ha. As for the multiplicity: 1.